{"formula": "C43H46GaN2O2P", "method": "ωB97M-V/def2-TZVPD", "species": ["Ga", "N", "C", "C", "C", "O", "O", "H", "H", "H", "H", "H", "H", "C", "C", "C", "C", "C", "C", "P", "C", "C", "C", "C", "C", "C", "C", "C", "C", "C", "C", "C", "C", "C", "C", "C", "H", "H", "H", "H", "H", "H", "H", "H", "H", "H", "H", "H", "H", "H", "H", "H", "C", "C", "C", "C", "C", "C", "C", "C", "N", "C", "C", "C", "C", "C", "C", "C", "C", "C", "C", "H", "H", "H", "H", "H", "H", "H", "H", "H", "H", "H", "H", "H", "H", "H", "H", "H", "H", "H", "H", "H", "H", "H", "H"], "coordinates": [[0.04031, -0.38632, 0.61185], [2.24692, -0.44481, 0.55781], [2.99757, 0.75314, 0.11970], [2.46363, 1.23741, -1.22006], [1.06096, 1.81295, -1.07173], [0.85240, 2.98987, -1.27431], [0.12472, 0.96398, -0.72321], [2.51403, -0.70581, 1.50296], [2.50311, -1.21541, -0.05041], [4.06238, 0.52105, 0.03939], [2.87655, 1.52315, 0.88340], [2.44582, 0.40120, -1.92586], [3.11304, 2.01393, -1.61840], [-4.72967, 2.26962, -3.24788], [-3.86822, 1.21557, -3.52409], [-3.26641, 0.52021, -2.48947], [-3.52680, 0.86546, -1.16239], [-4.38504, 1.92682, -0.89205], [-4.98503, 2.62280, -1.93310], [-2.62944, -0.01228, 0.15032], [-3.57746, 0.37170, 1.66412], [-4.67801, -0.32760, 2.15522], [-5.30898, 0.08303, 3.32039], [-4.86097, 1.20767, 4.00071], [-3.76773, 1.91265, 3.52113], [-3.12368, 1.48719, 2.36819], [-2.91668, -1.75308, -0.29600], [-4.17714, -2.20080, -0.61035], [-4.40784, -3.52496, -1.01999], [-3.34697, -4.37465, -1.14627], [-2.02712, -3.94089, -0.88070], [-0.94731, -4.84321, -1.05936], [0.32519, -4.43375, -0.81446], [0.55809, -3.11070, -0.37056], [-0.43550, -2.18188, -0.17752], [-1.78098, -2.61218, -0.44538], [-5.19714, 2.81513, -4.05744], [-3.66063, 0.93631, -4.54910], [-2.59202, -0.29883, -2.71201], [-4.59484, 2.20860, 0.13178], [-5.65429, 3.44417, -1.71090], [-5.03062, -1.21445, 1.64837], [-6.15412, -0.47800, 3.69903], [-5.35826, 1.52563, 4.90825], [-3.39670, 2.78002, 4.05207], [-2.24858, 2.02286, 2.01843], [-5.01073, -1.50985, -0.57608], [-5.41339, -3.85577, -1.24428], [-3.49376, -5.39805, -1.47159], [-1.16103, -5.85148, -1.39323], [1.16068, -5.10893, -0.94961], [1.59417, -2.87750, -0.15413], [3.27884, 2.49928, 5.38322], [2.33310, 2.42123, 4.21340], [2.08986, 3.53365, 3.42132], [1.18269, 3.45549, 2.36726], [0.89273, 4.66179, 1.51660], [0.54130, 2.25092, 2.11786], [0.77876, 1.09300, 2.87976], [1.68736, 1.21873, 3.93916], [0.14772, -0.10327, 2.50074], [-0.26738, -1.08320, 3.53069], [-1.29546, -2.05301, 2.92879], [-1.79329, -3.08084, 3.95159], [-0.60826, -3.91907, 4.43676], [0.43742, -2.98609, 5.05074], [-0.18036, -2.23506, 6.23405], [-1.39890, -1.43438, 5.76586], [-2.43360, -2.37300, 5.14402], [-0.96658, -0.40347, 4.72068], [0.90352, -1.97577, 3.99528], [3.86523, 3.41727, 5.35529], [3.97040, 1.65522, 5.39018], [2.73187, 2.48070, 6.32860], [2.59208, 4.47132, 3.63357], [0.83401, 5.56181, 2.13084], [-0.03293, 4.54253, 0.95694], [1.68188, 4.81460, 0.77762], [-0.19323, 2.22980, 1.32142], [1.91444, 0.37883, 4.57890], [-0.84271, -2.59982, 2.10169], [-2.14199, -1.48509, 2.53763], [-2.52637, -3.72518, 3.45636], [-0.17159, -4.47542, 3.60102], [-0.94249, -4.65252, 5.17746], [1.29757, -3.56785, 5.39535], [0.56031, -1.56024, 6.67682], [-0.47397, -2.94531, 7.01360], [-1.83869, -0.91030, 6.61936], [-3.30597, -1.79668, 4.81839], [-2.77905, -3.10837, 5.87793], [-0.33150, 0.34548, 5.19034], [-1.84322, 0.12301, 4.33139], [1.27948, -2.50954, 3.11211], [1.74064, -1.39689, 4.38771]], "lowdin_charge": [0.43, 0.04, -0.19, -0.09, -0.60, 0.08, -0.09, 0.10, 0.08, 0.12, 0.12, 0.12, 0.12, -0.09, -0.08, -0.08, -0.33, -0.08, -0.08, 1.13, -0.37, -0.08, -0.08, -0.08, -0.08, -0.11, -0.30, -0.09, -0.06, -0.03, -0.16, -0.04, -0.08, -0.12, -0.15, -0.18, 0.10, 0.10, 0.11, 0.10, 0.10, 0.09, 0.10, 0.10, 0.11, 0.10, 0.11, 0.11, 0.11, 0.11, 0.10, 0.07, -0.05, -0.27, -0.03, -0.26, -0.05, -0.03, -0.28, -0.01, 0.01, -0.42, -0.10, -0.27, -0.12, -0.28, -0.11, -0.28, -0.11, -0.07, -0.08, 0.07, 0.08, 0.08, 0.11, 0.08, 0.08, 0.08, 0.09, 0.09, 0.10, 0.10, 0.14, 0.12, 0.12, 0.14, 0.12, 0.12, 0.14, 0.11, 0.12, 0.11, 0.11, 0.12, 0.10], "charge": 0, "relative_energy_kj_mol": 4.6, "homo_lumo_gap_ev": 7.54, "e_tot_ev": -114082.0288, "max_force_ev_per_a": 0.5, "e_homo_ha": -0.2673}

{"formula": "F6H20O10P", "method": "ωB97M-V/def2-TZVPD", "species": ["P", "F", "F", "F", "F", "F", "F", "O", "H", "H", "O", "H", "H", "O", "H", "H", "O", "H", "H", "O", "H", "H", "O", "H", "H", "O", "H", "H", "O", "H", "H", "O", "H", "H", "O", "H", "H"], "coordinates": [[12.97349, -21.52960, -3.17004], [13.28247, -23.10270, -3.45082], [11.70108, -21.73413, -4.14961], [11.97721, -21.85363, -1.89048], [12.55932, -19.98162, -2.98241], [14.23113, -21.47260, -2.18647], [13.90413, -21.12888, -4.40859], [14.70460, -18.63136, -5.00056], [15.44077, -18.89080, -5.56056], [14.34198, -19.47522, -4.67014], [10.06758, -24.03439, -1.47880], [10.84173, -23.47041, -1.62020], [9.64872, -23.67641, -0.69078], [15.02462, -25.79114, -2.34789], [14.57674, -26.04810, -3.17674], [14.67467, -24.91893, -2.15150], [10.52357, -19.30645, -6.29574], [10.15747, -19.54163, -5.41954], [11.01237, -18.49266, -6.14269], [9.48947, -19.96669, -3.80622], [9.17002, -19.56300, -2.99424], [10.24087, -20.51243, -3.52714], [13.87408, -17.75358, -1.48794], [14.75171, -17.74719, -1.09600], [13.79435, -18.62639, -1.89125], [13.72066, -25.98281, -4.88528], [13.07941, -26.68493, -4.73857], [13.16086, -25.17656, -5.07105], [12.08573, -21.37330, 1.01119], [12.01566, -21.49291, 0.05315], [11.81334, -22.21827, 1.38109], [11.99099, -24.10297, -5.70005], [12.22743, -23.42267, -5.03218], [11.95918, -23.61191, -6.52655], [16.70096, -21.79525, -5.47368], [16.17525, -21.53085, -6.23608], [17.61408, -21.72533, -5.77027]], "lowdin_charge": [0.20, -0.14, -0.15, -0.18, -0.13, -0.11, -0.14, -0.07, 0.01, -0.01, -0.06, 0.00, 0.02, -0.09, -0.01, 0.01, -0.09, -0.02, 0.02, -0.05, 0.06, 0.01, -0.06, 0.03, 0.00, -0.09, 0.04, 0.01, -0.06, 0.00, 0.03, -0.06, 0.02, 0.06, -0.05, 0.03, 0.03], "charge": -1, "relative_energy_kj_mol": 71.6, "homo_lumo_gap_ev": 10.59, "e_tot_ev": -46403.3708, "max_force_ev_per_a": 1.1, "e_homo_ha": -0.2901}

{"formula": "C3H5N2", "method": "ωB97M-V/def2-TZVPD", "species": ["C", "C", "C", "N", "N", "H", "H", "H", "H", "H"], "coordinates": [[-1.91900, -0.12576, -0.01222], [0.20077, 0.72928, -0.03401], [0.22145, -0.76906, 0.03616], [-0.98391, -1.17274, 0.00238], [-1.21392, 0.94984, -0.03499], [0.85348, 1.35023, 0.81862], [0.83295, 0.96435, -0.84990], [1.36152, -2.19873, -0.29227], [-1.19279, -2.16220, -0.02407], [-1.59989, 1.87498, -0.23200]], "lowdin_charge": [-0.01, -0.13, 0.02, 0.06, 0.03, 0.23, 0.12, 0.36, 0.15, 0.17], "charge": 1, "relative_energy_kj_mol": 649.4, "homo_lumo_gap_ev": 7.76, "e_tot_ev": -6159.1623, "max_force_ev_per_a": 4.4, "e_homo_ha": -0.5239}

{"formula": "C11H29NNbO3S", "method": "ωB97M-V/def2-TZVPD", "species": ["C", "C", "C", "Nb", "N", "O", "C", "O", "C", "C", "C", "C", "C", "H", "H", "H", "H", "H", "H", "H", "H", "H", "H", "H", "H", "H", "H", "H", "H", "H", "H", "H", "H", "H", "H", "H", "C", "S", "O", "C", "H", "H", "H", "H", "H", "H"], "coordinates": [[-2.36162, 2.93984, -2.08513], [-1.05293, 3.24922, -1.94856], [0.04735, 2.82457, -2.83111], [1.13305, 0.85130, -2.30503], [2.34826, 0.96162, -4.01791], [2.43911, 1.96960, -1.24613], [2.13337, -1.19403, -2.05175], [3.46386, -0.98365, -1.54997], [3.62647, -1.29544, -0.19814], [-0.06771, 0.32585, -0.46911], [0.50587, 0.73308, 0.91225], [0.61348, -0.49084, 1.85371], [-0.38318, 1.80272, 1.59764], [-3.04519, 2.97676, -1.24316], [-2.78324, 2.64705, -3.04264], [-0.79258, 3.89996, -1.11156], [-0.34606, 2.67621, -3.84415], [0.82635, 3.59573, -2.89593], [-0.16365, 0.06773, -3.32808], [2.69429, 1.91520, -4.09320], [3.18438, 0.40067, -3.87229], [2.07360, 2.80036, -0.92860], [2.22803, -1.68055, -3.02802], [1.55772, -1.86334, -1.40346], [4.69237, -1.44751, -0.00896], [3.08771, -2.21321, 0.07298], [3.26773, -0.48641, 0.45347], [-0.16904, -0.76650, -0.47663], [-1.09920, 0.68612, -0.55625], [1.51771, 1.13668, 0.85853], [0.82620, -1.41591, 1.31594], [1.45802, -0.33265, 2.53931], [-0.27249, -0.59763, 2.47777], [0.14213, 2.75707, 1.71216], [-0.68215, 1.49671, 2.60532], [-1.29099, 1.99467, 1.02489], [-4.16356, -2.43991, 3.26359], [-2.54506, -2.25006, 2.49735], [-2.69399, -2.69287, 1.09324], [-1.75059, -3.59539, 3.38547], [-4.82337, -1.70689, 2.80528], [-4.53820, -3.44681, 3.07842], [-4.08470, -2.24838, 4.33418], [-2.29049, -4.52294, 3.19484], [-1.73396, -3.36829, 4.45175], [-0.73309, -3.66949, 3.00769]], "lowdin_charge": [-0.08, -0.34, -0.38, 1.63, -0.27, -0.43, -0.37, -0.30, -0.16, -0.33, -0.49, -0.12, -0.09, 0.02, 0.04, 0.08, 0.03, 0.02, -0.10, -0.04, -0.05, -0.02, 0.03, 0.03, 0.08, 0.08, 0.07, 0.02, 0.02, 0.07, 0.06, 0.07, 0.02, 0.06, 0.06, 0.05, -0.28, 0.78, -0.53, -0.27, 0.05, 0.05, 0.05, 0.05, 0.05, 0.05], "charge": -1, "relative_energy_kj_mol": 0.0, "homo_lumo_gap_ev": 5.95, "e_tot_ev": -31890.9912, "max_force_ev_per_a": 2.3, "e_homo_ha": -0.1353}

{"formula": "C29H37N8O3PSV", "method": "ωB97M-V/def2-TZVPD", "species": ["V", "O", "C", "C", "C", "C", "C", "C", "C", "N", "N", "C", "O", "C", "C", "C", "C", "C", "C", "H", "H", "H", "H", "H", "H", "H", "H", "H", "H", "C", "N", "C", "C", "N", "C", "S", "C", "C", "C", "C", "C", "N", "H", "H", "H", "H", "H", "H", "H", "H", "H", "C", "N", "C", "P", "O", "N", "C", "C", "N", "C", "C", "H", "H", "H", "H", "H", "H", "H", "H", "H", "H", "H", "H", "H", "H", "H", "H", "H", "H"], "coordinates": [[0.44258, -0.32295, -0.81306], [-0.60105, -0.60058, -2.35840], [-1.81996, -1.09860, -2.52128], [-2.50733, -0.82567, -3.71093], [-3.77577, -1.32661, -3.92833], [-4.39915, -2.12873, -2.97290], [-3.71926, -2.43419, -1.81332], [-2.43369, -1.93480, -1.56428], [-1.76846, -2.33818, -0.34093], [-0.63356, -1.88324, 0.03782], [-0.13756, -2.36965, 1.24180], [0.96899, -1.74831, 1.52880], [1.50566, -0.84557, 0.75679], [1.67422, -2.08274, 2.78815], [1.24014, -3.13327, 3.59364], [1.91570, -3.43133, 4.76489], [3.02401, -2.68357, 5.14216], [3.45733, -1.63505, 4.34348], [2.78536, -1.33633, 3.16810], [-2.01041, -0.21550, -4.45446], [-4.28634, -1.09665, -4.85482], [-5.39070, -2.52203, -3.14716], [-4.17568, -3.07905, -1.07097], [-2.25773, -3.07106, 0.29866], [0.37612, -3.70719, 3.28924], [1.57843, -4.24974, 5.38699], [3.54855, -2.91848, 6.05904], [4.31823, -1.04957, 4.63981], [3.11033, -0.52195, 2.53452], [4.05569, 2.75741, 0.53421], [4.14927, 1.37595, 0.09027], [5.12467, 0.47961, 0.49043], [4.88596, -0.67921, -0.14311], [3.76593, -0.48103, -0.94116], [3.30980, 0.78905, -0.78103], [1.96666, 1.52759, -1.52002], [3.23824, -1.48524, -1.79473], [4.13183, -2.27701, -2.49657], [3.62942, -3.29967, -3.28016], [2.25850, -3.47706, -3.34633], [1.44479, -2.61394, -2.63877], [1.91871, -1.63092, -1.86375], [4.63760, 3.40762, -0.11711], [4.43150, 2.82249, 1.55211], [3.01275, 3.05939, 0.50208], [5.88426, 0.74592, 1.20292], [5.37508, -1.63305, -0.07417], [5.19201, -2.07747, -2.43948], [4.30093, -3.93750, -3.83850], [1.81590, -4.26040, -3.94380], [0.36935, -2.69870, -2.68382], [-1.80611, 4.69834, 0.25104], [-1.14119, 3.42293, 0.47451], [0.06042, 3.52404, 1.29366], [-1.84692, 1.95183, 0.29099], [-0.76274, 0.91566, 0.15103], [-2.84491, 2.15307, -0.99060], [-4.09478, 1.40977, -1.12820], [-2.29256, 2.62122, -2.26090], [-2.75294, 1.52710, 1.58562], [-3.73784, 2.45082, 2.12735], [-2.78716, 0.18834, 2.15650], [-1.14042, 5.36598, -0.30084], [-2.06166, 5.18204, 1.19900], [-2.71476, 4.56053, -0.32880], [0.75539, 4.22610, 0.82702], [0.54486, 2.55324, 1.37059], [-0.17414, 3.88788, 2.29907], [-4.47511, 1.12081, -0.15166], [-3.96658, 0.51117, -1.73582], [-4.83539, 2.05079, -1.61044], [-1.35799, 3.15400, -2.09395], [-3.00025, 3.30154, -2.73942], [-2.09932, 1.78391, -2.93459], [-3.73256, 3.39103, 1.57821], [-3.53043, 2.66253, 3.17886], [-4.74484, 2.02902, 2.05614], [-1.95533, -0.40328, 1.78616], [-3.72800, -0.31748, 1.91351], [-2.70462, 0.25387, 3.24339]], "lowdin_charge": [0.80, -0.22, -0.34, -0.03, -0.07, -0.09, -0.04, -0.15, -0.05, -0.08, 0.10, -0.41, -0.17, -0.14, -0.02, -0.07, -0.08, -0.08, -0.03, 0.12, 0.11, 0.11, 0.12, 0.14, 0.11, 0.11, 0.11, 0.10, 0.10, 0.00, -0.10, -0.02, -0.01, 0.01, -0.67, 0.75, -0.23, 0.02, -0.02, -0.02, -0.06, 0.07, 0.11, 0.10, 0.05, 0.13, 0.14, 0.12, 0.12, 0.12, 0.12, -0.10, -0.29, -0.09, 0.56, -0.36, -0.28, -0.05, -0.07, -0.30, -0.09, -0.07, 0.09, 0.09, 0.08, 0.08, 0.07, 0.09, 0.07, 0.07, 0.10, 0.08, 0.09, 0.07, 0.07, 0.09, 0.09, 0.05, 0.09, 0.09], "charge": 1, "relative_energy_kj_mol": 0.0, "homo_lumo_gap_ev": [7.71, 7.73], "e_tot_ev": -94549.9674, "max_force_ev_per_a": 0.1, "multiplicity": 3, "e_homo_ha": [-0.3712, -0.3761], "s_squared": 2.01}

{"formula": "AlH14O7", "method": "ωB97M-V/def2-TZVPD", "species": ["Al", "O", "H", "H", "O", "H", "H", "O", "H", "H", "O", "H", "H", "O", "H", "H", "O", "H", "H", "O", "H", "H"], "coordinates": [[-0.41730, 0.48863, 0.52212], [-2.40086, -1.07758, 1.69286], [-3.13450, -0.67058, 2.19692], [-2.64523, -2.01589, 1.56924], [1.43089, 2.12857, -0.89956], [1.85617, 2.03940, -1.77190], [1.94555, 2.81027, -0.43017], [-0.70916, 3.25819, 0.45042], [-0.52711, 3.93760, 1.13789], [-1.34163, 3.67208, -0.17706], [-1.98384, -0.91562, -1.35251], [-2.94237, -1.08079, -1.26212], [-1.73240, -1.28584, -2.21980], [2.30420, -0.17917, 0.99079], [3.14922, 0.21081, 0.69989], [2.52761, -1.07511, 1.29546], [0.00897, -2.27062, 0.96002], [0.35508, -2.95443, 0.35275], [0.41950, -2.46805, 1.82586], [0.95491, -0.69419, -1.69765], [1.07738, -1.60470, -2.02569], [1.80490, -0.25295, -1.85776]], "lowdin_charge": [1.66, -0.02, 0.12, 0.11, -0.04, 0.11, 0.10, 0.01, 0.13, 0.13, -0.03, 0.11, 0.10, -0.04, 0.10, 0.09, -0.02, 0.11, 0.11, -0.04, 0.11, 0.07], "charge": 3, "relative_energy_kj_mol": 369.4, "homo_lumo_gap_ev": 5.29, "e_tot_ev": -21121.5645, "max_force_ev_per_a": 3.4, "e_homo_ha": -0.8520}